# C9H14

A cluster of 2 separate species, C9H14 in total in a non-equilibrium geometry (ωB97M-V with the def2-TZVPD basis set, the OMol25 dataset).

The geometry in XYZ format:
```
23
Properties=species:S:1:pos:R:3:forces:R:3:nbo_charge:R:1
C -0.5113 -0.7420 -3.0380 -0.45 -0.55 -0.54 -0.199
C 0.2353 0.6097 -1.2011 0.09 0.61 0.66 0.002
C 0.3154 1.9565 -0.5153 -0.28 0.09 -0.89 -0.634
C 0.9252 -0.4701 -0.6760 -0.34 -1.05 -0.64 -0.230
C -0.5375 0.4604 -2.3527 0.79 -0.17 0.02 -0.229
C 0.2220 -0.3503 2.7497 0.30 -0.16 0.94 -0.603
C -1.0547 0.4280 3.0393 -0.36 -0.60 -0.50 -0.609
C 0.8327 -1.7072 -1.3190 0.21 -0.06 0.00 -0.192
C 0.2005 -1.8301 -2.5461 0.15 0.11 0.61 -0.231
H 1.2310 -2.6097 -0.8599 0.35 0.28 -0.09 0.207
H -0.0073 -1.2731 2.2211 0.13 0.08 -0.27 0.208
H -1.8416 -0.2684 3.3463 0.12 0.05 0.19 0.204
H -1.4386 0.8549 2.1081 0.09 0.39 0.24 0.204
H 0.7062 1.8923 0.4908 0.27 0.08 0.08 0.216
H 0.8736 2.6494 -1.1510 0.47 -0.07 0.32 0.220
H -0.9425 1.1605 3.8337 0.04 0.26 -0.20 0.205
H 0.3214 -2.7718 -3.0701 -0.51 0.11 -0.11 0.214
H -0.6550 2.4377 -0.4801 -0.43 -0.13 0.24 0.216
H 1.5513 -0.4316 0.1973 -0.11 0.39 0.29 0.214
H -1.1062 -0.9169 -3.9346 0.22 0.42 0.03 0.212
H 0.7031 -0.6477 3.6924 -0.13 -0.03 -0.14 0.200
H 0.9818 0.2229 2.2191 -0.20 0.03 -0.16 0.194
H -1.0048 1.3466 -2.7538 -0.40 -0.07 -0.09 0.211
```
Forces are in eV/Å.

E_HOMO = -8.996 eV
SMILES = Cc1ccccc1.CC
LUMO level = 1.05 eV
Net charge = 0
Energy above the lowest of the compared OMol25 structures with the same formula, charge and spin = 32.58 kJ/mol
E_tot = -9559.8438 eV

---

# C3H6O2

A cluster of 2 separate species, C3H6O2 in total in a non-equilibrium geometry (ωB97M-V with the def2-TZVPD basis set, the OMol25 dataset).

The geometry in XYZ format:
```
11
Properties=species:S:1:pos:R:3:forces:R:3:nbo_charge:R:1
O 1.7712 0.5744 -1.3159 1.22 2.08 -0.36 -0.671
O -0.2758 0.1309 -1.9186 -0.11 0.13 0.18 -0.736
C 0.8506 -0.2970 -1.3028 -1.78 -2.11 -0.41 0.436
C -0.1961 0.3047 1.1027 -1.12 -2.75 1.90 -0.369
C -0.8489 -0.7652 1.5945 0.62 2.36 -0.87 -0.392
H -0.5979 0.9262 0.4231 -1.83 2.54 -1.75 0.171
H 1.6019 1.4824 -1.6962 -0.41 -0.81 0.05 0.469
H -0.1739 -1.4209 2.0323 0.37 -1.57 1.44 0.194
H -1.9172 -0.9304 1.5492 0.17 -0.20 -0.37 0.197
H 0.8039 0.5104 1.3248 1.51 -0.23 0.26 0.191
H -1.0178 -0.5155 -1.7930 1.37 0.57 -0.06 0.511
```
Forces are in eV/Å.

E_HOMO = -8.660 eV
LUMO level = 0.71 eV
Net charge = 0
Energy above the lowest of the compared OMol25 structures with the same formula, charge and spin = 373.60 kJ/mol
E_tot = -7299.8061 eV

---

# C5H27NO10

A cluster of 9 separate species, C5H27NO10 in total in a non-equilibrium geometry (ωB97M-V with the def2-TZVPD basis set, the OMol25 dataset).

The geometry in XYZ format:
```
43
Properties=species:S:1:pos:R:3:forces:R:3:nbo_charge:R:1
O 1.3634 -1.5201 3.1668 -0.20 -0.34 0.08 -0.940
O -1.5746 -3.5812 1.7092 -0.34 0.34 0.10 -0.956
O 1.1358 3.6414 -0.2262 0.28 -0.33 0.48 -0.981
O -0.8965 2.0348 -1.1790 0.38 -0.77 0.03 -0.664
O 1.8747 1.7318 1.8463 0.85 0.04 -0.89 -0.948
O 3.2818 0.4952 -0.8089 0.11 0.42 0.15 -0.998
O 2.1911 -1.9425 -2.0852 0.35 -0.04 0.54 -0.976
O 0.6960 0.1230 -3.3065 -0.34 -1.16 0.34 -0.957
O -3.8813 -1.5023 2.0442 -0.07 -0.24 -0.48 -0.721
O 2.4552 2.1653 -2.8668 -0.04 0.15 0.07 -0.984
N -1.3219 0.6547 0.6207 0.24 -0.90 -0.75 -0.428
C -2.3036 0.2666 1.6106 -0.76 0.86 0.20 -0.250
C -0.4010 -0.3820 0.1717 0.09 -0.14 -0.51 -0.207
C -1.5214 1.7175 -0.1783 -0.54 0.98 -0.08 0.550
C -1.0400 -1.4395 -0.7481 -0.03 0.68 0.80 -0.630
C -3.6249 -0.4109 1.1712 0.29 0.14 0.26 -0.086
H 1.3041 4.3827 -0.8118 0.06 -0.17 -0.19 0.490
H -1.8804 -0.3994 2.3454 0.54 -0.15 0.13 0.213
H 2.3058 -1.4994 2.9710 -0.13 0.15 -0.11 0.476
H 2.7892 -1.2333 -1.7879 -0.23 0.21 -0.15 0.505
H 2.8218 1.9909 -3.7403 -0.02 0.07 0.03 0.479
H -3.5868 -0.6505 0.1065 -0.12 -0.32 0.06 0.172
H 0.0735 -0.8156 1.0459 -0.23 -0.18 -0.01 0.166
H -0.6885 -3.9046 1.5289 0.09 0.06 0.12 0.484
H 0.9147 -1.0756 2.4389 0.47 0.20 0.23 0.464
H 3.0879 1.0107 -0.0118 -0.05 -0.47 -0.15 0.470
H 2.8418 1.8255 1.8361 -0.25 -0.13 0.67 0.457
H -0.2909 -2.2124 -0.9065 -0.20 -0.06 -0.43 0.221
H -2.5677 1.1688 2.1513 0.02 0.19 0.23 0.218
H -1.3442 -0.9118 -1.6516 0.10 -0.35 -0.29 0.215
H 3.2928 1.1800 -1.5078 -0.18 -0.18 -0.12 0.507
H -1.9349 -1.8708 -0.3100 0.14 -0.25 0.05 0.215
H 0.3651 -0.0452 -2.4129 -0.26 0.69 0.03 0.475
H -3.4164 -2.2832 1.7199 -0.06 -0.07 -0.05 0.481
H 0.4125 0.0581 -0.4028 0.05 0.36 0.26 0.223
H -1.4840 -2.8686 2.3583 0.28 -0.35 -0.01 0.477
H 0.8776 2.8827 -0.7701 -0.31 0.50 -0.34 0.495
H -4.4702 0.2546 1.3243 0.03 0.20 -0.08 0.187
H 0.9720 -0.8015 -3.4599 0.35 0.51 -0.45 0.498
H 1.6837 2.2570 1.0463 -0.55 0.30 0.43 0.489
H -2.3431 2.3831 0.1378 -0.03 -0.24 0.31 0.123
H 1.6281 1.6429 -2.8698 0.33 -0.05 -0.24 0.509
H 2.2036 -2.5168 -1.3090 -0.13 -0.18 -0.27 0.468
```
Forces are in eV/Å.

E_HOMO = -9.807 eV
SMILES = CCN(C=O)CCO.O.O.O.O.O.O.O.O
LUMO level = 0.11 eV
Net charge = 0
Energy above the lowest of the compared OMol25 structures with the same formula, charge and spin = 290.75 kJ/mol
E_tot = -27588.4698 eV

---

# CH2N3O2P

A cluster of 2 separate species, CH2N3O2P in total in a non-equilibrium geometry (ωB97M-V with the def2-TZVPD basis set, the OMol25 dataset).

The geometry in XYZ format:
```
9
Properties=species:S:1:pos:R:3:forces:R:3:nbo_charge:R:1
P -0.0317 -0.2889 -1.1061 -0.57 2.87 0.17 1.262
O 0.0657 -1.5561 1.1715 0.41 -0.16 -0.15 -0.358
O 1.8139 -1.7252 -0.1119 -0.49 0.18 -0.05 -0.306
N -1.4882 -0.1562 -0.3706 0.92 -0.47 -0.35 -1.138
N 0.7013 -1.3192 0.1602 0.47 -0.60 1.38 0.253
N 1.6378 3.0100 0.4308 0.77 1.55 0.75 -0.518
C 1.1235 2.1005 -0.0295 -1.52 -3.55 -1.54 -0.081
H -1.5848 -0.4705 0.5919 0.06 0.06 0.00 0.450
H -2.2376 0.4054 -0.7363 -0.04 0.12 -0.21 0.436
```
Forces are in eV/Å.

E_HOMO (alpha / beta) = -10.208 / -10.211 eV
LUMO level (alpha / beta) = -2.89 / -2.89 eV
Net charge = 0
Energy above the lowest of the compared OMol25 structures with the same formula, charge and spin = 225.00 kJ/mol
E_tot = -18917.8319 eV

---

# C2H10NO

A cluster of 2 separate species, C2H10NO in total in a non-equilibrium geometry (ωB97M-V with the def2-TZVPD basis set, the OMol25 dataset).

The geometry in XYZ format:
```
14
Properties=species:S:1:pos:R:3:forces:R:3:nbo_charge:R:1
O -0.1317 -1.3376 1.8489 -0.33 0.23 -2.26 -0.948
N -0.4489 0.7739 0.3771 -1.65 0.35 -0.07 -0.714
C -0.4012 0.3361 -1.0566 -0.68 -0.47 -2.03 -0.246
C 1.0199 0.4838 -1.5901 0.82 -0.46 -0.32 -0.652
H -0.0505 1.6988 0.5338 1.10 -0.34 -0.09 0.436
H -0.2647 -2.2124 1.4736 0.05 -0.17 0.28 0.518
H 1.3792 1.2278 -2.3570 -0.91 0.11 1.51 0.264
H -0.2038 -0.0274 1.0490 0.39 0.63 -0.31 0.475
H -1.2183 0.8088 -1.6710 0.91 -0.07 0.89 0.240
H 1.5993 0.4225 -0.6470 0.61 0.32 -1.00 0.212
H -1.4031 1.0187 0.6316 -0.58 -0.52 -0.07 0.428
H 1.2263 -0.4251 -2.1510 0.19 -0.27 0.21 0.241
H -0.5922 -0.7657 -1.1736 -0.25 1.07 1.00 0.233
H 0.0111 -1.3822 2.7607 0.35 -0.42 2.25 0.512
```
Forces are in eV/Å.

E_HOMO = -16.261 eV
LUMO level = -3.35 eV
Net charge = +1
Energy above the lowest of the compared OMol25 structures with the same formula, charge and spin = 75.49 kJ/mol
E_tot = -5766.8999 eV

---

# C5H11NO2

A cluster of 2 separate species, C5H11NO2 in total in a non-equilibrium geometry (ωB97M-V with the def2-TZVPD basis set, the OMol25 dataset).

The geometry in XYZ format:
```
19
Properties=species:S:1:pos:R:3:forces:R:3:nbo_charge:R:1
O -0.6391 0.5045 2.4946 0.11 0.01 -0.66 -0.913
O 0.7236 0.9646 -2.0931 -1.10 2.78 1.52 -0.521
N -0.8466 1.7026 -0.3650 1.87 -2.90 0.86 -0.479
C 0.3889 -1.9866 0.6501 -0.30 -0.53 -0.95 -0.162
C 0.7412 -3.2020 0.1328 -1.41 3.54 1.70 -0.398
C 0.3085 1.9886 -1.2809 0.59 -3.59 0.61 0.016
C 0.4535 -0.6412 -0.0512 -1.59 0.86 -1.76 -0.474
C -0.9337 0.1898 0.0383 1.36 0.28 -2.76 -0.182
H 1.1940 0.0314 0.3205 0.64 0.28 0.64 0.226
H -1.2364 0.0667 1.1535 0.09 1.16 1.69 0.349
H 0.3851 -4.1115 0.5729 0.56 -0.40 0.13 0.217
H 1.2864 -3.0589 -0.7520 0.50 -0.91 -1.41 0.199
H -0.7773 2.3697 0.4338 -0.68 -0.75 -0.57 0.414
H -1.1683 0.5282 3.3039 -0.32 -0.24 -0.20 0.448
H 1.1244 2.4690 -0.6428 -0.45 -0.25 -0.71 0.211
H -1.8011 -0.3101 -0.5161 0.96 0.60 0.79 0.253
H 0.7283 -0.7804 -1.1492 -0.25 0.39 0.70 0.295
H -0.1399 2.7729 -1.8863 -0.16 0.68 -0.64 0.285
H -0.0950 -1.7392 1.5693 -0.43 -1.01 1.01 0.217
```
Forces are in eV/Å.

E_HOMO = -8.710 eV
LUMO level = -4.06 eV
Net charge = 0
Energy above the lowest of the compared OMol25 structures with the same formula, charge and spin = 969.12 kJ/mol
E_tot = -10939.2228 eV

---

# C8H10O

An isolated molecule of C8H10O in a non-equilibrium geometry (ωB97M-V with the def2-TZVPD basis set, the OMol25 dataset).

The geometry in XYZ format:
```
19
Properties=species:S:1:pos:R:3:forces:R:3:nbo_charge:R:1
O -0.6576 1.2606 -0.9074 1.12 -0.66 -1.23 -0.499
C -1.2131 -0.8728 -0.2499 2.25 1.56 -0.77 -0.420
C -0.3510 -0.0706 -1.3299 -1.92 -0.53 -1.64 0.082
C -0.5966 1.1793 0.4444 -1.31 0.08 -1.23 0.289
C -0.3927 -0.1602 0.8724 2.31 -2.62 -0.76 -0.282
C 1.0972 -0.3507 0.4877 -0.62 0.68 1.59 -0.238
C -1.0287 2.2250 1.0121 -0.04 5.62 2.31 -0.480
C 1.5388 -1.5960 -0.1166 -2.79 -2.81 0.11 -0.414
C 1.0911 -0.3195 -0.9561 1.70 -2.18 -1.46 -0.268
H -1.1037 3.0900 0.3134 -0.34 -0.58 0.72 0.208
H -0.4695 -0.3323 1.9031 -0.96 -0.38 1.36 0.238
H -1.1595 -1.9261 -0.4702 -0.41 -0.30 0.68 0.227
H 1.7056 0.3087 1.0414 1.00 0.39 0.63 0.222
H 0.7682 -2.4995 0.0104 1.83 2.03 -0.42 0.202
H -0.7261 -0.0728 -2.4072 0.88 -0.60 1.38 0.218
H 1.9905 -0.0720 -1.5186 -0.72 0.93 -0.13 0.243
H -0.9200 2.5257 2.0522 -0.41 -0.65 -0.04 0.206
H 2.5662 -1.9705 -0.0185 -0.38 0.73 -0.54 0.235
H -2.1392 -0.3463 -0.1627 -1.21 -0.71 -0.56 0.232
```
Forces are in eV/Å.

E_HOMO = -8.528 eV
SMILES = C=C1O[C@@H]2C[C@H]1[C@H]1C[C@H]12
LUMO level = 1.03 eV
Net charge = 0
Energy above the lowest of the compared OMol25 structures with the same formula, charge and spin = 347.11 kJ/mol
E_tot = -10502.0056 eV